Record 1
The following is a DFT calculation (ωB97M-V/def2-TZVPD) of a molecular structure, C26H40Cl3N4O3RuSi at a distorted geometry.

```
78
C26H40Cl3N4O3RuSi | OMol25 | ωB97M-V/def2-TZVPD
H 2.1869 1.7883 3.1303
C 7.6270 3.2803 0.8449
C -2.4945 -1.1451 -0.5691
C -0.4296 1.9575 4.3079
Cl 1.7558 1.8806 0.1839
H 8.8882 4.0545 -1.3212
Cl -0.2896 0.5586 -2.1267
H 9.3922 4.4671 2.4956
C 9.9150 2.2346 1.3638
H 12.8473 2.5787 -0.3633
H 2.2990 -0.0002 -2.0860
C 7.4530 4.5454 1.6659
H -2.6441 -0.1520 -0.9841
C 10.9379 3.3850 -0.9902
H -1.6863 -4.5685 0.9568
C 4.4581 0.9748 1.1706
Ru 0.1999 0.2267 0.0170
H -1.2108 -0.1941 2.9803
C 1.8325 1.0248 3.8375
C 8.3740 6.2668 3.2422
H 4.4116 -3.5033 -1.5634
C -3.4777 -2.1400 -0.6050
C -0.1343 -0.0007 2.8930
H -0.1513 2.9201 3.8547
H 5.3309 4.3583 1.5262
H 6.5744 -1.4031 2.3939
C -4.7679 -1.8770 -1.1945
H 2.0801 1.3313 4.8587
O 0.5702 -0.5932 2.0176
H 2.2982 0.0640 3.6056
C 4.0586 -2.6858 -0.9233
C 6.8178 -0.3550 2.6067
C -1.9593 -3.6144 0.5029
N 0.3825 0.8840 3.7494
O 6.9425 2.2345 1.5183
H 4.6329 -2.1023 -3.5277
H -0.0183 -2.7169 0.9252
H 7.8993 -0.2780 2.7646
H 3.8936 0.0376 1.0745
H 5.8789 5.7808 2.4407
H 6.7347 0.6920 -1.2698
Cl -1.3198 1.6558 0.9780
H 4.1265 1.4812 2.0894
C 6.0873 5.1517 1.5712
N 3.5903 -1.5870 -1.7666
N -1.2829 -1.3813 -0.0272
C 11.7827 2.6677 -0.1298
H 5.9725 5.7756 0.6699
C 9.0837 2.9681 0.5130
C 9.5858 3.5149 -0.6754
C 11.2668 2.0796 1.0287
H 8.5336 7.1637 2.6242
H 3.2404 -3.0356 -0.2912
C -3.1994 -3.3913 -0.0550
H 4.1867 1.6174 0.3237
H 9.4954 1.7973 2.2737
H 6.3220 -0.0587 3.5382
C 4.4181 -1.2197 -2.9122
H 9.1606 6.2610 4.0066
H 11.3264 3.8454 -1.8981
H 6.7495 -0.9542 -0.5805
N -5.8255 -1.7059 -1.6690
H 8.1313 0.1307 -0.3377
H 5.3694 -0.7686 -2.5947
H 7.4096 6.3768 3.7538
O 1.7507 -1.1907 -0.4910
C 7.0357 0.0911 -0.4034
H -3.9693 -4.1632 -0.0728
C 2.5059 -0.8765 -1.4585
H -0.2518 2.0213 5.3880
C -1.0094 -2.5886 0.4935
C 8.4467 5.0076 2.4384
Si 6.2883 0.7296 1.1845
H 11.9127 1.4993 1.6901
H 7.1178 3.4615 -0.1106
H 3.8681 -0.4932 -3.5145
H 4.8963 -2.3585 -0.2871
H -1.4857 1.7604 4.1164
```

Values from the calculation:
Charge ... 0
Spin multiplicity ... 6
Energy relative to the best compared isomer or geometry (same formula, charge and spin) ... 4.6 kJ/mol
Kohn-Sham gap (spin up / spin down) ... 6.37 / 7.91 eV
Expectation value of S² ... 8.76
LUMO level (spin up / spin down) ... -0.3 / -0.8 eV
HOMO level (spin up / spin down) ... -6.659 / -8.706 eV

=====

Record 2
The following is a DFT calculation (ωB97M-V/def2-TZVPD) of 3 unconnected molecules or ions with the total composition C26H40F16N4O4PS at a distorted geometry.

```
92
C26H40F16N4O4PS | OMol25 | ωB97M-V/def2-TZVPD
F -9.9605 -0.5934 3.2375
C 8.9181 3.3645 -0.8378
C 1.8248 -1.4002 0.9483
H 3.3232 0.2971 0.7274
H -0.8763 2.4546 -2.0540
F 9.3617 4.6924 1.0854
C 0.0202 -1.5029 -0.9578
H -0.8336 -5.8714 -1.8944
C 3.0404 -0.5807 1.3046
F 5.6490 2.1317 2.0721
S -1.4152 -2.3802 -0.2145
F 8.0733 4.2620 -1.3841
C -6.7553 -0.4560 2.2945
N 2.7691 2.8738 1.1824
C -0.5035 -0.3568 -1.8665
H 8.6870 1.6849 0.5477
H -6.2111 0.3846 2.7256
C 8.1087 2.2182 -0.2068
F -9.0084 -1.5775 1.5590
H -1.6413 -4.0383 -4.0993
C -5.6843 -1.5400 2.0791
H 1.5085 -0.8476 -3.4926
C 5.8999 4.3795 1.4576
C -1.2665 2.0880 -1.1065
H -4.9889 1.5098 0.5290
H -2.7913 3.3990 0.5682
C -8.9273 -1.3829 2.8873
H 7.9526 1.5137 -1.0219
C 6.5425 2.9874 1.5014
F -4.4976 -0.8742 1.8844
H 10.7038 3.3794 0.4048
H 1.8471 -2.1741 -1.9752
N 0.3207 0.4523 0.2043
H -0.7814 -5.4627 -4.6737
H 1.0988 2.0050 -2.2692
H -7.1611 -0.0991 1.3462
C -1.5843 -5.6673 -2.6583
F -5.5455 -2.2689 3.1992
H -4.2772 3.4360 -0.4309
C -9.0781 -2.6954 3.6654
H 1.3403 -1.7886 1.8577
C -2.8102 2.1061 -1.2121
H -3.5292 1.0883 1.1332
H -1.6445 0.2494 -0.2227
C 9.9503 4.0824 0.0391
H -2.0112 -6.5919 -3.0337
N -4.1325 1.8721 0.9258
P 0.5707 0.1689 -3.2835
H -0.0962 2.0359 1.5033
H 4.7927 -1.2376 2.3735
C 0.8459 -2.5505 -1.7260
O 0.0920 -2.8850 -2.8484
F -10.2101 -3.3095 3.2671
O -3.1428 2.7968 -2.4218
N 1.2986 1.5525 -3.1480
H 1.6051 2.8337 -0.4477
H 1.2296 1.0102 2.0222
F -8.0371 -3.5131 3.4103
H -5.8293 -1.8838 -0.0640
H 2.1996 -2.2759 0.4211
C -3.4963 2.8057 -0.0135
F 7.6405 2.9663 2.2715
F 10.5641 5.0272 -0.7040
H 2.8151 2.4516 2.1139
C 0.7671 -0.7544 0.1191
H 3.3349 -0.8727 3.4264
C 1.7639 2.4446 0.5562
H -0.9260 -3.6247 -0.1742
C 0.7667 1.4679 1.1513
F 5.6874 4.8181 2.7213
H -1.4886 -0.6076 -2.2626
C 3.7518 -0.9272 2.4213
F -4.7657 -3.3106 0.8378
H -0.2971 0.0931 -4.3862
H 0.9551 -4.0462 -4.3180
H -2.3705 -5.0778 -2.1858
F -6.9430 -3.2010 0.9311
O 6.7939 2.5096 0.2442
H -9.1252 -2.4961 4.7374
C -5.8271 -2.4635 0.8643
H -3.2153 1.0909 -1.2768
H -0.9823 2.8161 -0.3475
O -7.7738 -0.7199 3.2341
H -3.7739 2.2699 -2.9161
F 6.7196 5.2520 0.8464
C 0.3591 -4.1773 -3.4115
H 4.9453 4.3525 0.9300
H 0.9114 -4.8149 -2.7189
F 9.6291 2.8032 -1.8568
C -0.9599 -4.8350 -3.8014
C -0.7936 0.6749 -0.7721
H 0.9907 -3.4193 -1.0749
```

Values from the calculation:
Charge ... +1
Kohn-Sham gap ... 7.78 eV
LUMO level ... -4.0 eV
HOMO level ... -11.774 eV

=====

Record 3
The following is a DFT calculation (ωB97M-V/def2-TZVPD) of a molecular structure, C26H40FN7O4Ti.

```
79
C26H40FN7O4Ti | OMol25 | ωB97M-V/def2-TZVPD
C -2.6780 0.8805 4.2090
C -1.0693 4.7187 3.2947
C 3.2867 -0.8953 5.5915
H 2.0352 1.4800 -5.7672
H 2.0521 0.8837 5.4383
H -0.7397 -1.9983 -4.1964
C 0.9083 0.3062 -1.5724
H 3.1229 -1.1014 2.2350
C 1.0633 0.5457 -2.9019
C 0.7954 -1.0671 -7.5058
C 0.4653 1.3850 -7.2380
H 1.3017 -1.8021 -8.1283
C -1.7444 -3.6564 -2.6692
C -0.8521 -2.8069 1.9998
C -1.2233 -3.0474 -0.3950
H 1.0110 -2.0875 -5.6627
H -2.6312 4.1392 1.9383
H 0.7376 2.3371 -7.6890
C 0.0534 -1.1217 0.2710
C -2.5203 4.4293 2.9848
H 1.9538 0.0637 6.9804
O -0.0406 1.2548 3.5177
H -1.7760 -3.9396 -0.1322
C -0.2474 -1.3701 -3.4699
C 2.0221 -0.1047 5.9056
N 1.0949 0.2975 -8.0777
H 0.8138 -1.7646 5.6887
H -3.3051 -2.1847 -3.2211
C 0.1770 -0.8113 -1.1407
C -0.6528 -2.2850 0.6099
H 1.2966 4.4496 2.2685
H -0.0167 -0.3912 5.8371
C -3.0999 -4.2186 -2.3849
O -0.1493 -2.1596 2.9520
H -3.2686 -5.2436 -2.6796
H -4.0021 2.9836 3.6273
H 4.1401 -0.2228 5.7027
N -2.1081 2.1506 3.7765
C 0.4885 -0.2835 -3.8996
Ti 0.6545 -0.5102 3.1285
H 4.3453 -1.9095 4.0208
N 0.8055 -0.7905 5.3941
F 1.8154 1.5866 -3.2873
H 3.3621 0.1952 3.1518
H -3.6042 -3.9158 -1.4780
H 1.6783 3.8681 3.8947
N -1.1351 -2.7595 -1.6869
O -1.5634 -3.7365 2.2335
H -2.7495 0.8348 5.2978
H -3.1212 5.3230 3.1457
C -0.8129 2.2924 3.4896
H -0.6103 1.2347 -7.3125
H 3.4317 -1.6802 6.3369
C 1.2614 -1.1089 -6.0651
H -1.0111 -4.2883 -3.1537
C -0.4013 -1.6471 -2.1023
C 3.3302 -1.5742 4.2314
H -3.0243 3.6448 4.9333
C -3.0008 3.3186 3.8899
H 1.3823 0.9620 -0.8556
H 0.7667 0.3587 -9.0432
H -3.6799 0.7912 3.7946
C 0.9583 1.2684 -5.8091
H -3.0019 -3.4731 -4.4841
H 2.3583 -1.0224 -6.0248
H -0.9560 5.1381 4.2978
C 1.1524 3.6299 2.9683
N -0.2795 3.4777 3.2002
C -2.9325 -3.1745 -3.4477
N 0.6316 -0.0495 -5.2840
H -0.2831 -1.1924 -7.5873
H 1.5679 2.7259 2.5343
H 2.6905 -2.4589 4.2101
H -0.6381 5.4268 2.5903
O 0.5981 -0.3559 1.1455
H -2.0940 0.0351 3.8565
N 2.8507 -0.6852 3.1230
H 2.1081 0.4380 -8.1106
H 0.4546 2.0408 -5.2341
```

Values from the calculation:
Charge ... +3
Spin multiplicity ... 2
Energy relative to the best compared isomer or geometry (same formula, charge and spin) ... 0.0 kJ/mol
Kohn-Sham gap (spin up / spin down) ... 8.06 / 8.55 eV
Expectation value of S² ... 0.75
LUMO level (spin up / spin down) ... -7.4 / -7.5 eV
HOMO level (spin up / spin down) ... -15.432 / -16.012 eV

=====

Record 4
The following is a DFT calculation (ωB97M-V/def2-TZVPD) of a molecular structure, C26H40N6PdSi2 at a distorted geometry.

```
75
C26H40N6PdSi2 | OMol25 | ωB97M-V/def2-TZVPD
H 2.2444 -0.2049 4.8832
H -3.1105 2.6569 -2.1444
C -0.0179 -0.4735 -3.1052
N -4.9295 7.7336 -3.7347
C -2.3806 -1.3192 -1.1883
C 3.6366 -0.9161 -0.9106
N -0.0268 1.3039 -0.0497
H -0.3257 5.7724 -1.1749
H 0.6058 0.1480 -2.4633
N 0.9117 1.4070 5.1189
C 2.6640 -3.1523 -2.1323
H -0.2294 -0.3507 5.3257
H -3.0208 -0.7327 -1.8503
H -1.4851 -0.0526 3.1875
C -3.7055 4.6414 -2.6661
Si 0.1452 -3.4170 0.6834
C 1.7801 0.6396 2.9384
C -1.3957 -2.8811 1.6806
C 1.7094 -3.3240 1.7690
H 2.2365 -4.0301 -2.5999
C -3.3442 5.9870 -2.6862
H -2.1533 -0.7035 -0.3114
C -1.0866 1.9818 -0.4449
H 2.3926 -4.1139 1.4483
H 2.0706 1.7362 -0.2359
H 1.4879 -3.5041 2.8237
H -2.1121 1.6903 -0.2931
C 4.4927 -1.6734 -1.6870
C 2.0867 0.7738 4.4312
H 1.1905 4.0123 -1.4720
C 1.0614 2.0652 -0.4162
C -2.1205 6.3880 -2.1543
N 0.5553 -0.1117 2.6817
C -4.2256 6.9572 -3.2652
H 0.6224 -0.8911 -3.8860
H -1.1837 1.1418 5.3569
C 0.4687 -2.5817 -0.9874
H 1.6645 1.6328 2.4929
H 2.2453 -2.3783 1.6675
H -1.2755 -3.1820 2.7233
H 4.6378 -3.4219 -2.9284
Si -0.8469 -1.8913 -2.1609
H -0.3349 -5.8562 1.0200
C -1.6232 4.1101 -1.5997
C -1.3812 -3.2554 -3.3401
Pd 0.2572 -0.8648 0.1998
H -2.2736 -3.3995 1.2924
H 1.0885 1.4931 6.1207
H -2.9599 -2.1796 -0.8485
H 5.5243 -1.3751 -1.8043
H -0.9541 -5.2996 -0.5387
C -0.3510 0.6329 4.8734
H -0.7521 0.1676 -3.5978
N -0.7346 3.1400 -1.0484
H -0.5397 -3.6092 -3.9385
H 2.9702 1.3873 4.6021
C 3.9925 -2.8115 -2.3107
H -4.6530 4.3329 -3.0848
C 0.6363 3.2036 -1.0298
H -1.8489 7.4341 -2.1664
C 1.8759 -2.3478 -1.3161
H -0.7147 1.5085 2.9311
N 2.3588 -1.2468 -0.7233
H 0.6693 -1.0734 2.9914
H 2.6214 0.1543 2.4440
H -2.1475 -2.8902 -4.0276
C -0.5719 0.5134 3.3649
C -2.8427 3.7052 -2.1288
H 0.7730 -5.5996 -0.3334
C -1.2638 5.4511 -1.6073
H -1.6109 -1.8081 1.6513
H -1.7963 -4.1098 -2.8025
H 3.9846 -0.0100 -0.4274
H 0.7887 2.3556 4.7579
C -0.1209 -5.2150 0.1615
```

Values from the calculation:
Charge ... +2
Energy relative to the best compared isomer or geometry (same formula, charge and spin) ... 50.6 kJ/mol
Kohn-Sham gap (spin up / spin down) ... 7.28 / 7.04 eV
LUMO level (spin up / spin down) ... -6.0 / -6.4 eV
HOMO level (spin up / spin down) ... -13.268 / -13.442 eV

=====

Q: Which of these has the highest charge?
A: C26H40FN7O4Ti